[1]
This record from the Open Molecules 2025 dataset describes a 7-piece molecular cluster, C5H21NO7 overall at a distorted geometry. The level of theory is the ωB97M-V functional and the def2-TZVPD basis.

Element x y z (Å)
O -0.046680 -0.189662 2.283549
C -0.422437 -0.636963 1.213325
C 0.378323 -0.523377 -0.085150
C 1.326783 0.678440 -0.088675
C 0.559578 1.941990 -0.250137
C 0.845147 2.866726 -1.179465
N 1.032970 -1.836562 -0.264849
H -1.402741 -1.233944 1.221715
H -0.323532 -0.404934 -0.924757
H 2.005250 0.560396 -0.883168
H 1.947287 0.716979 0.877659
H -0.217732 2.082184 0.498176
H 0.309919 3.778596 -1.281481
H 1.599040 2.720276 -1.942955
H 1.601221 -2.023276 0.574054
H 1.605265 -1.858556 -1.077451
H -2.969814 0.949781 1.046346
H -2.474142 0.408124 -0.226759
O -2.169782 0.893508 0.523921
H 1.135432 1.023790 2.731468
H 1.672645 2.396226 3.182098
O 1.949050 1.449588 3.042704
H -1.581246 0.101757 -2.603897
H -0.587265 1.288991 -2.578897
O -0.949190 0.568123 -3.128746
H -3.568669 -0.965869 -2.002690
H -2.273736 -1.584870 -1.333919
O -2.691526 -0.721090 -1.544633
H -0.624283 -2.885928 -0.594174
H -1.285600 -3.606242 -1.771024
O -1.495005 -3.051926 -0.955187
H 3.034743 -0.712929 2.573724
H 1.643886 -0.882263 2.614989
O 2.436852 -1.307080 2.334275

Forces on the atoms, in the same order (eV/Å):
-0.45 -0.25 -0.64
-1.12 -0.52 0.62
0.10 -0.21 -0.18
-0.07 -0.12 2.10
0.57 0.97 -0.20
-0.19 -1.03 0.35
-0.84 -0.16 1.65
1.42 0.40 -0.31
0.15 -0.03 0.36
0.96 -0.19 -1.16
-0.95 -0.11 -1.45
0.02 0.31 -0.32
-0.52 0.63 0.18
0.21 -0.23 0.13
0.04 0.09 -0.68
0.49 0.14 -0.63
-0.11 0.21 0.51
-0.30 -0.76 -1.47
0.00 0.99 1.03
-0.09 -0.02 0.05
0.60 -1.47 -0.16
-0.32 1.86 0.38
-0.86 -0.37 0.70
-0.33 -0.47 -0.26
1.45 1.13 -0.75
2.07 0.66 1.10
0.08 -0.32 0.05
-2.59 -0.77 -1.17
1.25 0.43 0.51
-0.56 1.06 1.58
-0.54 -1.51 -2.12
4.57 3.91 1.53
-1.23 0.16 0.36
-2.94 -4.42 -1.67

Properties
Total charge = 0
HOMO energy = -9.5 eV
Relative energy (zero: lowest compared OMol25 entry of this formula, charge and spin) = 47.62 kcal/mol

---

[2]
This record from the Open Molecules 2025 dataset describes a 7-piece molecular cluster, C21H56O21S7 overall at a distorted geometry. The level of theory is the ωB97M-V functional and the def2-TZVPD basis.

Element x y z (Å)
O 3.192312 -0.733974 6.077156
S 4.181552 -1.700009 5.758662
O 5.465383 -1.612322 6.373939
O 3.636528 -3.149337 6.069213
C 2.231983 -3.379366 5.823825
C 1.999683 -4.874640 5.938409
C 4.418578 -1.796867 4.006711
H 1.945952 -3.029158 4.826626
H 1.615715 -2.798791 6.509773
H 2.502825 -5.245223 6.830265
H 2.416908 -5.360816 5.056823
H 0.936840 -5.100324 5.980953
H 5.297531 -1.210642 3.754347
H 3.578468 -1.335759 3.488017
H 4.464270 -2.840790 3.713448
O 0.393633 -1.660527 -2.745778
S -0.878566 -1.597081 -3.386394
O -1.739812 -0.479558 -3.172318
O -0.602494 -1.763560 -4.933271
C -1.558327 -1.217907 -5.886214
C -2.022164 -2.334963 -6.790762
C -1.792268 -3.045953 -2.976753
H -1.021450 -0.444472 -6.429947
H -2.402927 -0.762108 -5.376418
H -1.201039 -2.722318 -7.398518
H -2.866736 -2.028294 -7.404057
H -2.330524 -3.224238 -6.232469
H -1.827933 -3.050774 -1.885931
H -1.342541 -3.975346 -3.308732
H -2.807829 -2.879370 -3.332668
O 2.805052 2.466511 1.197933
S 3.407684 1.608805 2.163508
O 2.661570 0.860472 3.112152
O 4.257387 0.520140 1.353716
C 4.972912 0.953139 0.192838
C 5.251000 -0.237169 -0.718984
C 4.665861 2.537649 2.984430
H 5.925248 1.411812 0.467313
H 4.386117 1.661882 -0.387803
H 5.305677 0.066973 -1.761494
H 4.464613 -0.990206 -0.629489
H 6.170349 -0.766246 -0.461778
H 5.066826 1.977801 3.822717
H 4.217490 3.490786 3.254166
H 5.442633 2.751542 2.251510
O 0.284095 -5.542356 -2.724742
S 1.679470 -5.829253 -2.635561
O 2.161420 -6.823408 -1.767184
O 2.216487 -6.153727 -4.091667
C 1.277125 -6.111068 -5.210529
C 2.061098 -6.570607 -6.415445
C 2.519511 -4.296018 -2.324676
H 0.849838 -5.116466 -5.304063
H 0.498229 -6.831850 -4.968275
H 2.812421 -7.309880 -6.141105
H 2.625589 -5.736223 -6.838572
H 1.428262 -7.002777 -7.187255
H 2.824106 -4.257121 -1.282051
H 1.831286 -3.488352 -2.557274
H 3.405559 -4.275195 -2.954155
O 0.730172 -3.016002 2.541558
S 0.535286 -2.559359 1.206157
O 0.078639 -3.432155 0.175910
O -0.464868 -1.339163 1.333603
C -1.069770 -0.875558 0.099576
C -1.518405 0.545683 0.305234
C 1.985916 -1.693053 0.647454
H -1.925889 -1.468429 -0.213534
H -0.281701 -0.889937 -0.647680
H -2.326696 0.694337 1.025558
H -2.020379 0.875451 -0.614309
H -0.750270 1.292488 0.499861
H 1.847208 -1.633135 -0.433790
H 2.867804 -2.270936 0.904170
H 1.932445 -0.703531 1.086561
O -2.249726 7.127666 0.861234
S -2.947049 6.418306 1.875687
O -4.331120 6.077150 1.762647
O -2.126590 5.096540 2.094709
C -2.255949 4.380099 3.341274
C -1.828497 2.965495 3.079204
C -2.759219 7.326752 3.377377
H -3.271456 4.420181 3.745274
H -1.650225 4.876933 4.104900
H -2.007115 2.322368 3.940953
H -0.801217 2.849676 2.740618
H -2.463751 2.559551 2.288330
H -3.283969 8.274768 3.308551
H -1.699950 7.524249 3.541060
H -3.129678 6.761135 4.229741
O -5.124772 6.709039 -3.369614
S -5.966268 6.205363 -2.350560
O -7.237105 5.610951 -2.624537
O -5.091851 5.152048 -1.577750
C -5.742140 4.221591 -0.693049
C -4.624691 3.395648 -0.122332
C -6.171134 7.450302 -1.116486
H -6.504575 3.656175 -1.228643
H -6.272013 4.765518 0.092458
H -4.019080 2.922789 -0.896267
H -4.907959 2.580995 0.545629
H -4.015308 4.095281 0.450216
H -5.170611 7.690472 -0.755335
H -6.819957 7.058238 -0.342396
H -6.504934 8.362908 -1.605366

Forces on the atoms, in the same order (eV/Å):
-0.63 0.48 0.07
0.70 -0.29 -0.14
0.12 -0.20 0.02
-0.05 0.09 0.23
-0.84 -0.17 -0.36
0.33 0.35 -0.15
-0.58 0.38 -0.43
0.24 -0.04 -0.04
0.30 -0.04 0.29
-0.12 -0.13 0.02
0.02 -0.16 0.10
-0.04 0.05 0.04
0.21 -0.27 0.04
-0.13 -0.02 0.23
0.43 -0.02 0.03
0.49 0.09 -0.07
-0.29 -0.81 -0.12
-0.06 0.44 0.14
-0.02 0.22 0.08
-0.15 -0.26 -0.22
0.33 -0.73 0.04
-0.36 0.26 0.45
-0.04 0.03 -0.03
0.12 0.05 0.22
-0.08 0.36 -0.26
0.14 0.10 -0.16
-0.23 0.30 0.29
0.10 -0.08 0.00
0.17 0.11 -0.17
0.04 -0.20 -0.21
-0.53 0.20 -0.04
0.99 0.06 -0.27
-0.35 -0.11 -0.02
-0.02 -0.07 0.43
0.35 -0.18 -1.22
0.02 -0.65 0.42
0.05 0.11 -0.36
-0.13 0.12 0.24
-0.18 0.19 0.38
0.05 0.11 0.01
-0.16 0.24 -0.09
0.06 0.17 0.03
-0.10 0.05 0.11
-0.04 -0.10 0.31
0.03 -0.05 0.02
-0.64 -0.18 -0.09
0.00 1.59 -0.53
0.52 -1.08 0.76
-0.09 0.12 -0.23
0.14 -0.94 0.36
0.54 0.46 -0.26
0.20 -0.12 0.01
0.02 0.07 -0.02
-0.19 0.17 -0.09
-0.21 -0.16 0.17
-0.11 -0.03 -0.11
-0.13 0.11 0.01
-0.17 -0.09 0.06
0.06 0.06 -0.05
0.00 0.07 0.00
0.14 -0.21 0.16
0.17 0.77 0.37
-0.08 -0.44 -0.26
-0.57 -0.39 0.08
0.49 1.08 0.21
-1.06 0.88 -0.57
-0.76 -0.33 -0.47
0.19 -0.42 0.24
-0.26 -0.10 -0.31
0.30 -0.49 0.39
0.34 -0.16 -0.17
0.30 -0.34 0.13
0.29 0.11 -0.01
0.06 0.12 0.10
0.35 -0.06 0.20
-0.19 0.00 -0.47
-0.05 0.53 0.47
-0.26 0.04 -0.20
0.25 0.07 0.32
0.10 -0.08 0.64
-0.48 -0.60 -0.34
0.54 -0.13 0.58
-0.20 -0.06 -0.50
0.30 -0.04 -0.24
0.18 0.17 0.17
0.09 0.24 0.16
0.03 0.08 -0.02
-0.15 -0.08 -0.26
0.01 0.00 -0.15
-0.20 0.00 -0.10
0.28 0.26 -0.69
-0.32 -0.03 0.77
-0.21 0.06 -0.26
0.20 -0.19 -0.05
-0.53 -0.39 0.21
0.57 -0.08 0.32
0.70 0.24 -0.31
0.21 -0.04 -0.24
0.17 0.10 0.08
-0.03 0.25 -0.17
-0.52 0.20 0.03
0.24 -0.32 -0.08
-0.05 -0.28 0.25
-0.10 0.27 0.10
-0.55 -0.18 0.02

Properties
Total charge = 0
HOMO energy = -11.0 eV
Relative energy (zero: lowest compared OMol25 entry of this formula, charge and spin) = 12.64 kcal/mol